Density functional theory data (ωB97M-V/def2-TZVPD) for an isolated molecule of C6H15NO.

Computed properties:
- F_max (eV/Å) = 2.88
- E_HOMO (eV) = -8.416
- structure (SMILES) = CC(C)CNCCO

The geometry in ORCA input format:
```
! wB97M-V def2-TZVPD RIJCOSX def2/J DEFGRID3
* xyz 0 1
C 1.804 0.864 -0.932
C 1.730 2.441 -1.176
O 0.526 3.083 -0.809
N 0.495 0.313 -0.783
C 0.154 -0.293 0.522
C -1.192 -1.020 0.436
C -0.946 -2.454 -0.063
C -1.991 -0.959 1.706
H 2.438 0.806 -0.037
H 2.395 0.519 -1.773
H 1.737 2.487 -2.279
H 2.589 3.026 -0.841
H 0.439 2.971 0.147
H -0.228 0.803 -1.264
H 0.120 0.417 1.348
H 0.972 -1.021 0.529
H -1.761 -0.595 -0.414
H -1.845 -2.858 -0.535
H -0.688 -3.201 0.702
H -0.139 -2.503 -0.785
H -2.912 -0.377 1.704
H -1.430 -0.498 2.523
H -2.266 -1.951 2.071
*
```

Mulliken analysis output, partial charges in e: number 1, C, carries -0.677; number 2, C, carries -0.456; number 3, O, carries -0.511; number 4, N, carries -0.172; number 5, C, carries -0.943; number 6, C, carries 1.067; number 7, C, carries -1.679; number 8, C, carries -1.395; number 9, H, carries 0.302; number 10, H, carries 0.349; number 11, H, carries 0.257; number 12, H, carries 0.354; number 13, H, carries 0.292; number 14, H, carries 0.255; number 15, H, carries 0.251; number 16, H, carries 0.344; number 17, H, carries 0.194; number 18, H, carries 0.413; number 19, H, carries 0.388; number 20, H, carries 0.382; number 21, H, carries 0.290; number 22, H, carries 0.368; number 23, H, carries 0.327

=====

Density functional theory data (ωB97M-V/def2-TZVPD) for an isolated molecule of C6H15NO.

Computed properties:
- F_max (eV/Å) = 2.14
- E_HOMO (eV) = -8.639
- structure (SMILES) = CCCNCCCO

The geometry in ORCA input format:
```
! wB97M-V def2-TZVPD RIJCOSX def2/J DEFGRID3
* xyz 0 1
C 0.913 -0.599 -1.044
N 1.166 -0.553 0.407
C 0.138 0.154 1.164
C -1.286 -0.336 1.395
C -1.935 0.480 2.536
O -3.283 0.115 2.701
C 1.863 0.351 -1.844
C 1.281 0.360 -3.283
H -0.102 -0.214 -1.190
H 1.048 -1.631 -1.407
H 1.353 -1.467 0.791
H 0.613 0.350 2.140
H 0.061 1.174 0.747
H -1.209 -1.381 1.692
H -1.857 -0.141 0.468
H -1.333 0.450 3.462
H -1.955 1.571 2.435
H -3.406 -0.736 3.109
H 1.904 1.323 -1.370
H 2.820 -0.172 -1.918
H 1.907 0.504 -4.153
H 0.442 1.049 -3.479
H 0.856 -0.654 -3.358
*
```

Mulliken analysis output, partial charges in e: number 1, C, carries -0.722; number 2, N, carries -0.255; number 3, C, carries -1.117; number 4, C, carries 0.091; number 5, C, carries -0.708; number 6, O, carries -0.518; number 7, C, carries -0.221; number 8, C, carries -1.116; number 9, H, carries 0.210; number 10, H, carries 0.378; number 11, H, carries 0.263; number 12, H, carries 0.506; number 13, H, carries 0.337; number 14, H, carries 0.274; number 15, H, carries 0.143; number 16, H, carries 0.332; number 17, H, carries 0.352; number 18, H, carries 0.306; number 19, H, carries 0.293; number 20, H, carries 0.221; number 21, H, carries 0.348; number 22, H, carries 0.290; number 23, H, carries 0.314

=====

Density functional theory data (ωB97M-V/def2-TZVPD) for a 2-piece molecular cluster, C6H15NO overall.

Computed properties:
- F_max (eV/Å) = 3.45
- E_HOMO (eV) = -8.392
- structure (SMILES) = C=C(C)O.CN(C)C

The geometry in ORCA input format:
```
! wB97M-V def2-TZVPD RIJCOSX def2/J DEFGRID3
* xyz 0 1
C 0.774 0.301 -1.324
N 0.445 1.726 -1.013
C 1.390 2.350 -0.101
C 0.395 2.456 -2.289
H 0.954 -0.250 -0.373
H 1.665 0.216 -1.963
H -0.113 -0.113 -1.823
H 1.009 3.333 0.123
H 1.396 1.747 0.817
H 2.405 2.433 -0.411
H -0.038 3.476 -2.134
H -0.300 1.952 -2.974
H 1.351 2.595 -2.796
C 0.332 -2.414 1.303
C -1.007 -2.165 1.263
O -1.547 -1.697 0.051
C -1.894 -2.303 2.472
H 0.794 -2.451 2.231
H 0.853 -2.506 0.387
H -2.526 -1.640 0.112
H -1.313 -2.370 3.360
H -2.548 -1.429 2.650
H -2.477 -3.246 2.432
*
```

Mulliken analysis output, partial charges in e: number 1, C, carries -0.724; number 2, N, carries -0.110; number 3, C, carries -0.966; number 4, C, carries -0.933; number 5, H, carries 0.102; number 6, H, carries 0.338; number 7, H, carries 0.324; number 8, H, carries 0.345; number 9, H, carries 0.309; number 10, H, carries 0.341; number 11, H, carries 0.299; number 12, H, carries 0.301; number 13, H, carries 0.353; number 14, C, carries -1.114; number 15, C, carries 0.911; number 16, O, carries -0.476; number 17, C, carries -1.244; number 18, H, carries 0.263; number 19, H, carries 0.380; number 20, H, carries 0.301; number 21, H, carries 0.344; number 22, H, carries 0.352; number 23, H, carries 0.302

=====

Density functional theory data (ωB97M-V/def2-TZVPD) for a 2-piece molecular cluster, C6H15NO overall.

Computed properties:
- F_max (eV/Å) = 1.73
- E_HOMO (eV) = -9.805
- structure (SMILES) = CC(N)=O.CC(C)C

The geometry in ORCA input format:
```
! wB97M-V def2-TZVPD RIJCOSX def2/J DEFGRID3
* xyz 0 1
C -1.188 -2.209 -0.527
C -0.817 -2.579 0.885
O -1.589 -3.160 1.620
N 0.454 -2.265 1.277
H -0.329 -1.770 -1.040
H -1.798 -1.311 -0.486
H 0.631 -2.374 2.264
H 0.901 -1.453 0.884
H -1.717 -2.988 -1.058
C 0.244 1.140 -0.246
C -0.608 2.036 -1.161
C 1.651 1.001 -0.871
C 0.170 1.473 1.223
H -0.138 0.128 -0.420
H -0.796 1.503 -2.090
H -0.060 2.946 -1.398
H 2.279 1.863 -0.628
H 2.130 0.116 -0.440
H 1.586 0.890 -1.946
H 0.650 0.710 1.842
H 0.741 2.367 1.454
H -0.855 1.595 1.550
H -1.539 2.340 -0.687
*
```

Mulliken analysis output, partial charges in e: number 1, C, carries -1.007; number 2, C, carries 0.730; number 3, O, carries -0.605; number 4, N, carries -0.423; number 5, H, carries 0.401; number 6, H, carries 0.253; number 7, H, carries 0.266; number 8, H, carries 0.162; number 9, H, carries 0.338; number 10, C, carries 1.822; number 11, C, carries -1.562; number 12, C, carries -1.349; number 13, C, carries -1.354; number 14, H, carries -0.954; number 15, H, carries 0.387; number 16, H, carries 0.369; number 17, H, carries 0.393; number 18, H, carries 0.347; number 19, H, carries 0.351; number 20, H, carries 0.302; number 21, H, carries 0.387; number 22, H, carries 0.353; number 23, H, carries 0.393

=====

Density functional theory data (ωB97M-V/def2-TZVPD) for C6H15NO as an isolated structure.

Computed properties:
- F_max (eV/Å) = 5.61
- E_HOMO (eV) = -8.211

The geometry in ORCA input format:
```
! wB97M-V def2-TZVPD RIJCOSX def2/J DEFGRID3
* xyz 0 1
C -1.938 -0.570 -0.049
C -1.471 -2.039 -0.058
C -1.044 0.131 0.995
N 0.268 0.020 0.936
C 2.476 0.981 0.398
C 0.952 1.032 0.130
C 0.661 0.766 -1.360
O 2.051 0.978 -2.271
H -1.875 0.050 -0.939
H -2.997 -0.529 0.235
H -2.073 -2.611 0.651
H -0.406 -2.061 0.161
H -1.597 -2.559 -1.010
H -1.327 1.195 1.204
H -1.318 -0.521 2.079
H -1.583 -0.855 2.803
H 2.766 0.146 -0.244
H 2.985 1.805 -0.091
H 2.599 0.817 1.466
H 0.634 2.051 0.443
H -0.089 0.042 -1.661
H 1.649 0.066 -1.853
H 0.673 1.667 -1.965
*
```

Mulliken analysis output, partial charges in e: number 1, C, carries -0.668; number 2, C, carries -1.149; number 3, C, carries -0.135; number 4, N, carries -0.458; number 5, C, carries -1.297; number 6, C, carries 0.622; number 7, C, carries -0.915; number 8, O, carries -0.538; number 9, H, carries 0.394; number 10, H, carries 0.372; number 11, H, carries 0.371; number 12, H, carries 0.360; number 13, H, carries 0.339; number 14, H, carries 0.549; number 15, H, carries -0.602; number 16, H, carries 0.415; number 17, H, carries 0.248; number 18, H, carries 0.332; number 19, H, carries 0.401; number 20, H, carries 0.337; number 21, H, carries 0.536; number 22, H, carries 0.285; number 23, H, carries 0.201

=====

Density functional theory data (ωB97M-V/def2-TZVPD) for an isolated molecule of C6H15NO.

Computed properties:
- F_max (eV/Å) = 2.09
- E_HOMO (eV) = -8.160
- structure (SMILES) = CCCN[C@@H](C)CO

The geometry in ORCA input format:
```
! wB97M-V def2-TZVPD RIJCOSX def2/J DEFGRID3
* xyz 0 1
C -1.145 1.393 1.338
C -2.528 1.985 1.023
C -0.993 0.007 0.630
N 0.350 -0.516 0.669
C 2.590 -0.939 -0.133
C 1.194 -0.493 -0.512
C 0.633 -1.432 -1.578
O 1.166 -1.150 -2.848
H -0.410 2.129 0.992
H -0.999 1.128 2.384
H -2.762 1.924 -0.036
H -2.594 3.015 1.390
H -3.330 1.479 1.574
H -1.630 -0.645 1.226
H -1.262 0.108 -0.408
H 0.873 -0.475 1.526
H 3.040 -0.232 0.581
H 2.515 -1.871 0.422
H 3.230 -0.979 -1.015
H 1.149 0.525 -0.912
H -0.458 -1.480 -1.498
H 0.882 -2.460 -1.302
H 0.489 -1.017 -3.512
*
```

Mulliken analysis output, partial charges in e: number 1, C, carries -0.226; number 2, C, carries -1.213; number 3, C, carries -0.905; number 4, N, carries -0.272; number 5, C, carries -1.614; number 6, C, carries 0.594; number 7, C, carries -0.697; number 8, O, carries -0.510; number 9, H, carries 0.260; number 10, H, carries 0.319; number 11, H, carries 0.328; number 12, H, carries 0.349; number 13, H, carries 0.300; number 14, H, carries 0.248; number 15, H, carries 0.426; number 16, H, carries 0.243; number 17, H, carries 0.384; number 18, H, carries 0.426; number 19, H, carries 0.389; number 20, H, carries 0.154; number 21, H, carries 0.441; number 22, H, carries 0.278; number 23, H, carries 0.298

=====

Density functional theory data (ωB97M-V/def2-TZVPD) for a 2-piece molecular cluster, C6H15NO overall.

Computed properties:
- F_max (eV/Å) = 1.64
- E_HOMO (eV) = -8.470
- structure (SMILES) = C=C(C)O.CCNC

The geometry in ORCA input format:
```
! wB97M-V def2-TZVPD RIJCOSX def2/J DEFGRID3
* xyz 0 1
C -1.497 -0.678 -2.843
C -0.479 -0.204 -1.788
N 0.112 1.095 -2.111
C 1.174 1.475 -1.185
H -2.125 -1.525 -2.501
H -1.094 -0.951 -3.814
H -2.180 0.200 -3.081
H 0.359 -0.927 -1.715
H -0.961 -0.195 -0.791
H -0.624 1.801 -2.066
H 1.634 2.432 -1.466
H 0.745 1.528 -0.166
H 1.943 0.684 -1.202
C 1.454 0.457 2.154
C 0.542 -0.497 2.136
O 0.407 -1.341 1.024
C -0.460 -0.770 3.244
H 1.443 1.156 3.002
H 2.099 0.672 1.308
H -0.298 -1.928 1.275
H -0.068 -0.481 4.225
H -1.405 -0.185 3.068
H -0.720 -1.817 3.294
*
```

Mulliken analysis output, partial charges in e: number 1, C, carries -1.139; number 2, C, carries 0.002; number 3, N, carries -0.462; number 4, C, carries -0.744; number 5, H, carries 0.323; number 6, H, carries 0.317; number 7, H, carries 0.250; number 8, H, carries 0.242; number 9, H, carries 0.106; number 10, H, carries 0.262; number 11, H, carries 0.326; number 12, H, carries 0.229; number 13, H, carries 0.285; number 14, C, carries -0.936; number 15, C, carries 0.861; number 16, O, carries -0.449; number 17, C, carries -1.342; number 18, H, carries 0.208; number 19, H, carries 0.376; number 20, H, carries 0.260; number 21, H, carries 0.349; number 22, H, carries 0.261; number 23, H, carries 0.415

=====

Density functional theory data (ωB97M-V/def2-TZVPD) for a 2-piece molecular cluster, C6H15NO overall.

Computed properties:
- F_max (eV/Å) = 3.64
- E_HOMO (eV) = -9.296
- structure (SMILES) = C=CCCCCN.O

The geometry in ORCA input format:
```
! wB97M-V def2-TZVPD RIJCOSX def2/J DEFGRID3
* xyz 0 1
C 0.905 -1.388 0.304
C 1.384 -0.139 -0.445
C 0.984 1.126 0.186
C -0.613 1.433 0.186
C -0.828 1.994 -1.183
C -0.877 1.151 -2.243
N 0.778 -1.388 1.752
H -0.113 -1.813 -0.018
H 1.575 -2.323 0.061
H 0.993 -0.403 -1.421
H 2.496 -0.109 -0.425
H 1.417 1.252 1.166
H 1.417 1.932 -0.405
H -0.874 2.167 0.956
H -1.173 0.490 0.226
H -1.168 2.978 -1.124
H -1.038 1.353 -3.307
H -0.908 0.125 -1.892
H 1.630 -1.470 2.282
H 0.423 -0.487 2.004
H -1.622 -1.577 0.853
H -2.403 -2.752 1.602
O -2.387 -2.155 0.884
*
```

Mulliken analysis output, partial charges in e: number 1, C, carries -0.700; number 2, C, carries 0.019; number 3, C, carries -1.124; number 4, C, carries -0.392; number 5, C, carries -0.398; number 6, C, carries -0.776; number 7, N, carries -0.525; number 8, H, carries 0.232; number 9, H, carries 0.337; number 10, H, carries 0.153; number 11, H, carries 0.281; number 12, H, carries 0.472; number 13, H, carries 0.428; number 14, H, carries 0.353; number 15, H, carries 0.191; number 16, H, carries 0.478; number 17, H, carries 0.296; number 18, H, carries 0.236; number 19, H, carries 0.265; number 20, H, carries 0.250; number 21, H, carries 0.338; number 22, H, carries 0.288; number 23, O, carries -0.701

=====

Density functional theory data (ωB97M-V/def2-TZVPD) for a 2-piece molecular cluster, C6H15NO overall.

Computed properties:
- F_max (eV/Å) = 1.90
- E_HOMO (eV) = -9.873
- structure (SMILES) = CCC(N)=O.CCC

The geometry in ORCA input format:
```
! wB97M-V def2-TZVPD RIJCOSX def2/J DEFGRID3
* xyz 0 1
C -0.719 -1.576 -1.479
C -0.192 -2.765 -0.678
C 0.357 -0.847 -2.253
O 1.508 -1.165 -2.378
N -0.084 0.360 -2.815
H -1.524 -1.782 -2.189
H -1.108 -0.846 -0.771
H -0.998 -3.240 -0.105
H 0.612 0.759 -3.439
H -1.063 0.587 -2.894
H 0.317 -2.298 0.172
H 0.376 -3.511 -1.216
C -0.328 2.286 3.286
C 0.242 1.003 3.860
C -0.468 2.311 1.730
H 0.144 3.217 3.586
H -1.375 2.327 3.614
H 0.015 0.838 4.913
H -0.031 0.167 3.222
H -1.459 1.999 1.416
H 1.335 1.067 3.938
H 0.389 1.815 1.281
H -0.410 3.365 1.448
*
```

Mulliken analysis output, partial charges in e: number 1, C, carries -0.388; number 2, C, carries -1.098; number 3, C, carries 0.543; number 4, O, carries -0.605; number 5, N, carries -0.427; number 6, H, carries 0.369; number 7, H, carries 0.238; number 8, H, carries 0.361; number 9, H, carries 0.250; number 10, H, carries 0.203; number 11, H, carries 0.246; number 12, H, carries 0.312; number 13, C, carries -0.200; number 14, C, carries -1.078; number 15, C, carries -1.074; number 16, H, carries 0.328; number 17, H, carries 0.200; number 18, H, carries 0.336; number 19, H, carries 0.264; number 20, H, carries 0.284; number 21, H, carries 0.296; number 22, H, carries 0.308; number 23, H, carries 0.331

=====

Density functional theory data (ωB97M-V/def2-TZVPD) for a 2-piece molecular cluster, C6H15NO overall.

Computed properties:
- F_max (eV/Å) = 7.43
- E_HOMO (eV) = -8.935
- structure (SMILES) = C=CCC[C@@H](C)N.O

The geometry in ORCA input format:
```
! wB97M-V def2-TZVPD RIJCOSX def2/J DEFGRID3
* xyz 0 1
C -0.615 -1.967 1.635
C 0.103 -0.632 1.955
C 0.491 0.204 0.679
C -0.726 1.019 0.220
C 0.103 2.130 -1.925
C -0.696 1.178 -1.339
N 1.377 -0.717 2.809
H -1.549 -1.529 1.143
H -0.866 -2.496 2.509
H -0.014 -2.524 0.871
H -0.584 -0.074 2.560
H 0.810 -0.462 -0.104
H 1.373 0.829 0.855
H -1.749 0.789 0.506
H -0.734 2.041 0.721
H 0.048 2.288 -2.915
H 0.865 2.643 -1.392
H -1.503 0.582 -1.802
H 1.851 0.088 3.025
H 1.854 -1.345 2.059
H -1.011 -0.410 -3.433
H 0.572 -0.552 -3.005
O -0.120 -0.805 -3.577
*
```

Mulliken analysis output, partial charges in e: number 1, C, carries -1.160; number 2, C, carries -0.006; number 3, C, carries -0.690; number 4, C, carries -0.850; number 5, C, carries -0.776; number 6, C, carries -0.336; number 7, N, carries -0.729; number 8, H, carries 0.244; number 9, H, carries 0.378; number 10, H, carries 0.322; number 11, H, carries 0.390; number 12, H, carries 0.379; number 13, H, carries 0.370; number 14, H, carries 0.487; number 15, H, carries 0.334; number 16, H, carries 0.393; number 17, H, carries 0.257; number 18, H, carries 0.384; number 19, H, carries 0.252; number 20, H, carries 0.314; number 21, H, carries 0.349; number 22, H, carries 0.330; number 23, O, carries -0.634